This record from OMol25 describes CH5BrN2 as an isolated structure. The level of theory is ωB97M-V with the def2-TZVPD basis set.

HOMO level (spin up / spin down) ... -6.8 / -9.4 eV
Frontier orbital gap (spin up / spin down) ... 7.8 / 7.1 eV
2S+1 ... 3
E ... -2724.416862 a.u.
Energy above the lowest of the compared OMol25 structures with the same formula, charge and spin ... 44.25 kcal/mol

Each line ends with the Löwdin spin population.
Element x y z (Å)
C 0.326 1.027 -0.553  -0.032
N -0.052 -1.370 -0.013  0.363
N 0.573 -0.426 0.579  0.803
Br -0.666 0.522 2.151  0.812
H 0.787 0.670 -1.444  0.000
H -0.805 0.932 -0.581  0.004
H 0.831 1.946 -0.121  -0.001
H -0.080 -2.142 0.625  0.011
H -0.913 -1.161 -0.643  0.039



This record from OMol25 describes a 2-piece molecular cluster, CH5BrO overall. The level of theory is ωB97M-V with the def2-TZVPD basis set.

HOMO level ... -10.1 eV
Structure (SMILES) ... CBr.O
Frontier orbital gap ... 10.7 eV
2S+1 ... 1
E ... -2690.338950 a.u.
Energy above the lowest of the compared OMol25 structures with the same formula, charge and spin ... 2.86 kcal/mol

Each line ends with the Mulliken charge.
Element x y z (Å)
Br 0.360 2.517 -0.057  -0.142
C 1.011 0.698 -0.142  -0.344
H 1.659 0.547 -1.022  0.265
H 0.120 0.056 -0.248  -0.006
H 1.564 0.386 0.760  0.250
O -1.383 -1.386 -0.118  -0.679
H -1.643 -2.187 0.392  0.322
H -1.688 -0.631 0.434  0.334



This record from OMol25 describes a 2-piece molecular cluster, CH5ClN2O overall. The level of theory is ωB97M-V with the def2-TZVPD basis set.

HOMO level ... -9.3 eV
Structure (SMILES) ... NC=O.NCl
Frontier orbital gap ... 9.5 eV
2S+1 ... 1
E ... -685.943462 a.u.
Energy above the lowest of the compared OMol25 structures with the same formula, charge and spin ... 29.35 kcal/mol

Each line ends with the Mulliken charge.
Element x y z (Å)
C -1.294 0.103 0.273  0.281
N -0.987 0.649 -0.940  -0.449
N 1.250 -0.700 0.502  -0.601
O -1.950 0.914 0.982  -0.632
Cl 2.340 0.464 -0.218  -0.082
H -1.076 1.886 -1.064  0.313
H -0.831 -0.843 0.562  0.311
H -0.634 -0.097 -1.597  0.224
H 1.557 -1.670 0.042  0.322
H 1.625 -0.705 1.458  0.313



This record from OMol25 describes a 2-piece molecular cluster, CH5ClN3S overall. The level of theory is ωB97M-V with the def2-TZVPD basis set.

HOMO level (spin up / spin down) ... -14.9 / -14.1 eV
Frontier orbital gap (spin up / spin down) ... 8.2 / 5.9 eV
2S+1 ... 1
E ... -1063.359518 a.u.
Energy above the lowest of the compared OMol25 structures with the same formula, charge and spin ... 20.67 kcal/mol
Total charge ... +1

Each line ends with the Mulliken charge.
Element x y z (Å)
C 1.307 0.453 0.030  0.512
N 0.635 0.562 1.213  -0.261
N 0.518 -0.020 -0.999  0.184
N -0.711 -0.553 -0.699  -0.573
S 2.941 0.841 -0.299  0.039
Cl -2.046 1.351 0.068  -0.139
H -0.458 0.665 1.279  0.153
H 1.073 0.883 2.037  0.255
H 0.929 -0.259 -1.865  0.247
H -1.108 -0.751 -1.597  0.288
H -0.966 -1.095 0.083  0.296



This record from OMol25 describes CH5ClNOP as an isolated structure. The level of theory is ωB97M-V with the def2-TZVPD basis set.

HOMO level (spin up / spin down) ... -6.0 / -9.9 eV
Frontier orbital gap (spin up / spin down) ... 6.5 / 7.2 eV
2S+1 ... 3
E ... -972.407388 a.u.
Energy above the lowest of the compared OMol25 structures with the same formula, charge and spin ... 89.30 kcal/mol

Each line ends with the Löwdin spin population.
Element x y z (Å)
C -1.698 0.070 -0.232  0.078
N 2.287 -0.215 0.243  0.165
O -0.527 -0.473 -0.689  0.737
P 0.997 0.829 0.073  0.821
Cl 3.041 -0.270 -1.339  0.047
H -1.584 0.352 0.829  0.005
H -2.441 -0.781 -0.081  0.052
H -2.282 0.725 -0.890  0.019
H 1.890 -1.042 0.663  0.012
H 0.319 0.806 1.424  0.065



This record from OMol25 describes a 2-piece molecular cluster, CH5ClNOPS overall. The level of theory is ωB97M-V with the def2-TZVPD basis set.

HOMO level ... -8.5 eV
Frontier orbital gap ... 6.1 eV
2S+1 ... 1
E ... -1370.752492 a.u.
Energy above the lowest of the compared OMol25 structures with the same formula, charge and spin ... 96.72 kcal/mol

Each line ends with the Mulliken charge.
Element x y z (Å)
C 1.654 0.395 -0.709  -0.765
N 1.130 -0.463 0.395  -0.418
O -1.874 -0.300 1.708  -0.469
P -1.653 -0.129 0.111  0.654
S -3.115 -1.194 -0.728  -0.325
Cl -1.727 1.813 -0.221  -0.136
H 1.169 0.285 -1.627  0.306
H 1.426 1.509 -0.501  0.252
H 2.638 0.075 -0.834  0.351
H 1.475 -1.396 0.223  0.202
H -1.122 -0.594 2.183  0.348



This record from OMol25 describes a 2-piece molecular cluster, CH5ClNP overall. The level of theory is ωB97M-V with the def2-TZVPD basis set.

HOMO level ... -8.3 eV
Frontier orbital gap ... 6.6 eV
2S+1 ... 1
E ... -897.279134 a.u.
Energy above the lowest of the compared OMol25 structures with the same formula, charge and spin ... 96.54 kcal/mol

Each line ends with the Mulliken charge.
Element x y z (Å)
C 0.589 -1.280 0.476  -0.969
N -0.571 1.953 -0.347  -0.569
P -0.575 -0.321 1.568  0.347
Cl 0.845 0.511 2.728  -0.165
H 1.108 -2.123 0.866  0.417
H 1.554 -0.702 0.309  0.298
H -0.108 -1.483 -0.373  0.282
H -1.532 2.106 -0.366  0.186
H -0.455 1.131 -0.902  0.172



This record from OMol25 describes a 2-piece molecular cluster, CH5ClO2SSi overall. The level of theory is ωB97M-V with the def2-TZVPD basis set.

HOMO level ... -9.7 eV
Frontier orbital gap ... 8.2 eV
2S+1 ... 1
E ... -1339.386613 a.u.
Energy above the lowest of the compared OMol25 structures with the same formula, charge and spin ... 63.37 kcal/mol

Each line ends with the Mulliken charge.
Element x y z (Å)
C 0.617 -2.213 2.708  -0.815
O 0.998 1.525 2.851  -0.392
O 1.437 0.616 0.679  -0.066
Si 2.197 0.042 -0.785  0.109
S 1.604 1.891 1.603  0.660
Cl 3.731 1.800 2.035  -0.278
H 0.743 -3.146 2.173  0.280
H 1.098 -2.355 3.742  0.253
H -0.343 -1.926 3.062  0.256
H 1.161 -1.288 2.225  0.047
H 2.552 -1.202 -0.126  -0.053



This record from OMol25 describes a 2-piece molecular cluster, CH5F2N2 overall. The level of theory is ωB97M-V with the def2-TZVPD basis set.

HOMO level (spin up / spin down) ... -14.5 / -17.7 eV
Frontier orbital gap (spin up / spin down) ... 10.1 / 11.5 eV
2S+1 ... 3
E ... -349.802031 a.u.
Energy above the lowest of the compared OMol25 structures with the same formula, charge and spin ... 9.39 kcal/mol
Total charge ... +1

Each line ends with the Löwdin spin population.
Element x y z (Å)
C -0.525 0.692 0.402  0.762
N 0.713 -1.668 0.735  0.764
N -0.377 0.617 -1.042  0.099
F 0.788 -1.821 2.050  0.141
F 1.925 -1.271 0.384  0.139
H -0.072 1.589 0.887  0.029
H -1.455 0.184 0.773  0.024
H 0.589 0.608 -1.463  0.006
H -1.059 1.403 -1.559  0.033
H -0.527 -0.332 -1.165  0.002



This record from OMol25 describes CH5F2N2O2PS as an isolated structure. The level of theory is ωB97M-V with the def2-TZVPD basis set.

HOMO level ... -9.8 eV
Frontier orbital gap ... 10.0 eV
2S+1 ... 1
E ... -1240.378132 a.u.
Energy above the lowest of the compared OMol25 structures with the same formula, charge and spin ... 25.34 kcal/mol

Each line ends with the Mulliken charge.
Element x y z (Å)
C -2.090 -1.255 0.372  -0.813
N -0.440 0.405 -1.219  -0.771
N 2.094 1.295 -0.858  -0.489
O -1.888 1.455 0.588  -0.576
O 0.415 0.068 1.146  -0.568
F 2.771 -0.203 0.932  -0.308
F 1.359 -1.326 -0.504  -0.223
P 1.445 0.120 0.058  1.127
S -1.212 0.324 0.023  1.034
H -2.485 -1.488 -0.520  0.371
H -1.384 -2.022 0.612  0.311
H -2.903 -1.005 1.102  0.321
H 2.900 1.771 -0.447  0.284
H 1.418 1.860 -1.285  0.300



This record from OMol25 describes CH5FN3O as an isolated structure. The level of theory is ωB97M-V with the def2-TZVPD basis set.

HOMO level (spin up / spin down) ... -13.5 / -17.3 eV
Frontier orbital gap (spin up / spin down) ... 8.4 / 7.8 eV
2S+1 ... 3
E ... -379.865760 a.u.
Total charge ... +1

Each line ends with the Löwdin spin population.
Element x y z (Å)
C -0.848 0.938 -0.663  0.020
N -0.959 1.933 0.109  0.023
N -0.198 -0.441 0.376  0.556
N 0.728 -0.737 1.020  0.977
O -1.011 0.421 -1.732  0.040
F 0.763 -1.973 1.720  0.299
H -0.357 1.923 0.924  0.001
H -1.790 2.522 -0.108  0.001
H -0.968 -1.167 0.140  0.066
H 2.076 -1.440 -0.698  0.008
H 2.566 -1.979 -1.089  0.009



This record from OMol25 describes a 3-piece molecular cluster, CH5IN2O overall. The level of theory is ωB97M-V with the def2-TZVPD basis set.

HOMO level (spin up / spin down) ... -9.3 / -9.3 eV
Frontier orbital gap (spin up / spin down) ... 7.7 / 7.5 eV
2S+1 ... 1
E ... -523.286662 a.u.
Energy above the lowest of the compared OMol25 structures with the same formula, charge and spin ... 93.80 kcal/mol

Each line ends with the Mulliken charge.
Element x y z (Å)
C 0.298 -0.594 1.272  -0.071
N 0.318 -1.503 0.454  -0.386
N -0.325 1.544 -0.682  -0.680
O 0.283 -0.761 -1.738  -0.263
I -0.270 -3.397 0.599  0.180
H -0.226 -0.623 2.170  0.297
H 0.560 0.502 1.039  0.214
H 0.711 1.570 -0.816  0.258
H -0.651 0.804 -1.337  0.242
H -0.697 2.458 -0.960  0.209



This record from OMol25 describes CH5ISi as an isolated structure. The level of theory is ωB97M-V with the def2-TZVPD basis set.

HOMO level ... -9.4 eV
Frontier orbital gap ... 9.1 eV
2S+1 ... 1
E ... -628.148264 a.u.
Energy above the lowest of the compared OMol25 structures with the same formula, charge and spin ... 86.20 kcal/mol

Each line ends with the Mulliken charge.
Element x y z (Å)
C -1.078 -0.654 -0.351  -0.816
Si 0.183 0.674 -0.028  0.477
I -3.052 0.059 0.032  0.046
H -1.052 -1.378 -1.144  0.482
H -0.777 -1.975 0.793  0.182
H -0.058 1.812 -0.903  -0.111
H 0.161 0.816 1.320  -0.122
H 1.616 0.427 -0.306  -0.137



This record from OMol25 describes an isolated ion of composition CH5N2O and charge +1. The level of theory is ωB97M-V with the def2-TZVPD basis set.

HOMO level ... -18.0 eV
Structure (SMILES) ... C[N+](N)=O
Frontier orbital gap ... 11.1 eV
2S+1 ... 1
E ... -225.465156 a.u.
Energy above the lowest of the compared OMol25 structures with the same formula, charge and spin ... 89.06 kcal/mol
Total charge ... +1

Each line ends with the Mulliken charge.
Element x y z (Å)
C -0.256 -0.900 -0.015  -0.681
N 0.921 0.970 -0.753  -0.366
N 0.881 -0.037 0.113  0.834
O 1.839 -0.333 0.757  -0.360
H -0.276 -1.530 0.826  0.325
H 0.050 -1.526 -0.895  0.381
H -1.238 -0.375 -0.121  0.296
H 0.461 0.999 -1.598  0.296
H 1.822 1.273 -0.831  0.274



This record from OMol25 describes an isolated ion of composition CH5N2O2 and charge +1. The level of theory is ωB97M-V with the def2-TZVPD basis set.

HOMO level ... -15.9 eV
Structure (SMILES) ... N/C=[NH+]/OO
Frontier orbital gap ... 11.6 eV
2S+1 ... 1
E ... -300.656277 a.u.
Energy above the lowest of the compared OMol25 structures with the same formula, charge and spin ... 69.70 kcal/mol
Total charge ... +1

Each line ends with the Mulliken charge.
Element x y z (Å)
C 0.683 0.126 -0.430  0.208
N 1.971 0.157 -0.165  -0.311
N -0.306 -0.392 0.261  -0.088
O -2.597 0.457 0.272  -0.263
O -1.724 -0.263 -0.456  -0.082
H 0.314 0.732 -1.342  0.332
H 2.522 0.725 -0.703  0.242
H 2.527 -0.229 0.648  0.271
H -0.235 -1.123 0.987  0.291
H -3.155 -0.189 0.928  0.399



This record from OMol25 describes an isolated molecule of CH5N2O2PS. The level of theory is ωB97M-V with the def2-TZVPD basis set.

HOMO level ... -8.0 eV
Structure (SMILES) ... [O-]P(O)S[N@@H+]1CN1
Frontier orbital gap ... 8.2 eV
2S+1 ... 1
E ... -1040.544784 a.u.
Energy above the lowest of the compared OMol25 structures with the same formula, charge and spin ... 51.01 kcal/mol

Each line ends with the Mulliken charge.
Element x y z (Å)
C -1.684 -0.108 0.364  -0.170
N -0.782 0.996 0.404  0.116
N -1.369 0.690 -0.853  -0.536
O 0.680 -1.337 -0.677  -0.604
O 3.130 -0.548 -0.101  -0.412
P 1.641 -1.053 0.424  0.331
S 0.776 1.096 0.958  -0.195
H -1.120 -1.165 0.249  0.227
H -2.758 -0.144 0.795  0.225
H -1.357 1.780 0.853  0.342
H -0.613 0.277 -1.443  0.388
H 3.456 -0.483 -0.972  0.289



This record from OMol25 describes CH5N2O2PS as an isolated structure. The level of theory is ωB97M-V with the def2-TZVPD basis set.

HOMO level ... -9.0 eV
Frontier orbital gap ... 8.9 eV
2S+1 ... 1
E ... -1040.522611 a.u.
Energy above the lowest of the compared OMol25 structures with the same formula, charge and spin ... 64.92 kcal/mol

Each line ends with the Mulliken charge.
Element x y z (Å)
C -0.696 -0.618 0.439  0.128
N 1.259 -1.164 -0.304  -0.670
N -1.563 -0.256 -0.249  -0.163
O 1.337 -0.206 2.499  -0.422
O 0.837 1.911 1.548  -0.443
P -2.029 0.365 -1.811  -0.036
S 0.305 0.745 2.182  0.680
H 1.479 -0.197 -0.294  0.298
H 2.186 -1.636 0.063  0.230
H 1.025 -1.506 -1.172  0.222
H -3.045 1.169 -1.209  0.090
H -1.096 1.394 -1.691  0.088



This record from OMol25 describes a 2-piece molecular cluster, CH5N2O2PSi overall. The level of theory is ωB97M-V with the def2-TZVPD basis set.

HOMO level ... -8.8 eV
Frontier orbital gap ... 7.8 eV
2S+1 ... 1
E ... -931.920222 a.u.
Energy above the lowest of the compared OMol25 structures with the same formula, charge and spin ... 61.85 kcal/mol

Each line ends with the Mulliken charge.
Element x y z (Å)
C 0.437 -2.187 -1.564  -0.082
N -0.355 -1.315 -1.436  -0.023
N -2.161 0.450 -2.014  -0.635
O -1.396 0.243 0.315  -0.515
O 1.292 -0.011 1.216  -0.222
Si 2.408 0.140 2.246  0.205
P -0.696 0.323 -1.194  0.315
H -2.041 1.219 -2.717  0.294
H -2.738 0.869 -1.251  0.300
H -0.689 -0.091 0.903  0.417
H 2.596 -1.004 3.208  -0.030
H 3.344 1.365 2.289  -0.025



This record from OMol25 describes a 2-piece molecular cluster, CH5N2O3PS overall. The level of theory is ωB97M-V with the def2-TZVPD basis set.

HOMO level (spin up / spin down) ... -9.6 / -9.6 eV
Frontier orbital gap (spin up / spin down) ... 8.2 / 8.2 eV
2S+1 ... 1
E ... -1115.753981 a.u.
Energy above the lowest of the compared OMol25 structures with the same formula, charge and spin ... 52.53 kcal/mol

Each line ends with the Mulliken charge.
Element x y z (Å)
C -0.315 0.754 -0.390  0.651
N -1.096 1.871 -0.221  -0.453
N -0.692 -0.228 -1.157  -0.249
O 1.288 -1.669 -0.894  -0.712
O -0.032 -2.123 1.167  -0.565
O 2.385 -2.189 1.241  -0.531
P 1.249 0.545 0.614  -0.117
S 1.249 -1.671 0.627  0.998
H -1.733 2.108 -0.967  0.222
H -0.840 2.614 0.576  0.287
H -1.478 -0.123 -1.774  0.196
H -0.265 -1.133 -1.287  0.242
H 0.280 1.244 2.465  0.030



This record from OMol25 describes a 2-piece molecular cluster, CH5N2O4S2 overall. The level of theory is ωB97M-V with the def2-TZVPD basis set.

HOMO level ... -5.4 eV
Frontier orbital gap ... 8.9 eV
2S+1 ... 1
E ... -1247.943951 a.u.
Energy above the lowest of the compared OMol25 structures with the same formula, charge and spin ... 23.42 kcal/mol
Total charge ... -1

Each line ends with the Mulliken charge.
Element x y z (Å)
C -0.347 -1.479 -0.187  -0.546
N -1.079 1.014 -1.600  -0.666
N 1.394 0.488 0.561  -0.558
O -1.935 3.398 -1.066  -0.572
O -1.613 1.814 0.807  -0.542
O 2.199 -1.725 -0.511  -0.672
O 1.557 -1.559 1.797  -0.668
S -1.505 2.018 -0.662  0.741
S 1.292 -1.153 0.464  1.174
H -0.279 -2.340 -0.979  0.268
H -1.033 -1.785 0.619  0.264
H -0.615 -0.530 -0.746  0.227
H 0.738 0.930 -0.055  0.209
H 1.227 0.907 1.558  0.342